Record 1
40
Properties=species:S:1:pos:R:3:mulliken_charge:R:1 method="wB97M-V/def2-TZVPD" smiles="CCNCC(=O)Nc1ccc(N2CCOCC2)cc1" max_force_ha_per_bohr=0.0103 lumo_ev=0.72 homo_ev=-7.396
C -7.0981 -0.4713 -0.4496 -1.15
C -6.2940 0.6891 0.1294 -0.39
N -4.9880 0.7704 -0.4927 -0.37
H -4.5491 1.6668 -0.2890 0.25
C -4.0602 -0.2689 -0.1077 -0.74
C -2.6526 0.3084 0.0416 0.71
O -2.4602 1.5000 0.1556 -0.68
N -1.6904 -0.6480 0.0612 -0.11
C -0.3034 -0.5023 0.2167 0.76
C 0.3211 0.7266 0.3860 -1.06
C 1.6932 0.8020 0.5247 -0.40
C 2.4978 -0.3414 0.5077 0.89
C 1.8505 -1.5742 0.3542 -0.46
C 0.4836 -1.6513 0.2062 -0.92
H 0.0165 -2.6201 0.0903 0.29
H 2.4203 -2.4903 0.3723 0.43
N 3.8711 -0.3087 0.7161 -0.06
C 4.5410 0.9272 1.0666 -0.99
H 3.9003 1.5407 1.6977 0.49
C 4.9871 1.6917 -0.1865 -0.37
H 5.5722 2.5739 0.0783 0.35
O 5.8306 0.8855 -0.9822 -0.41
C 5.1875 -0.3146 -1.3477 -0.56
C 4.7464 -1.1157 -0.1131 -0.71
H 4.2477 -2.0271 -0.4348 0.33
H 5.6288 -1.3813 0.4789 0.33
H 5.9108 -0.8779 -1.9395 0.38
H 4.3028 -0.0931 -1.9666 0.31
H 4.1071 1.9986 -0.7723 0.32
H 5.4339 0.6561 1.6419 0.37
H 2.1303 1.7811 0.6380 0.26
H -0.2696 1.6268 0.3979 0.49
H -1.9958 -1.6056 -0.0467 0.19
H -4.0595 -1.0653 -0.8621 0.26
H -4.3243 -0.7209 0.8662 0.29
H -6.2303 0.5741 1.2279 0.33
H -6.8150 1.6256 -0.0818 0.38
H -7.1370 -0.3838 -1.5318 0.30
H -8.1114 -0.4577 -0.0562 0.39
H -6.6418 -1.4249 -0.1953 0.29

---

Record 2
42
Properties=species:S:1:pos:R:3:mulliken_charge:R:1 method="wB97M-V/def2-TZVPD" multiplicity=2 max_force_ha_per_bohr=0.1224 total_charge=-1 lumo_ev="2.39 / 2.46" homo_ev="-0.048 / -8.904"
C 3.3715 2.8156 -0.5548 -1.92
C 2.9064 1.7728 -1.3868 0.68
N 2.5534 0.8484 -2.0411 -0.42
H 4.3009 3.2515 -0.9214 0.41
H 3.5343 2.5078 0.4781 0.37
H 2.6386 3.6121 -0.4269 0.49
C -3.6484 1.3501 1.9052 -0.53
C -4.7457 0.4544 2.3225 0.26
N -5.5832 -0.1919 2.6539 -0.30
H -3.9635 2.3125 1.5019 0.33
H -2.9233 0.8907 1.2335 -0.17
H -3.0739 1.5658 2.8060 0.31
C 0.5327 0.2411 1.8266 -0.73
C -0.2442 -0.3611 0.7359 0.42
N -0.8368 -0.9361 -0.0913 -0.41
H 1.1537 0.9843 1.3264 -0.45
H 1.2035 -0.4574 2.3266 0.26
H -0.1242 0.7290 2.5468 0.68
C 2.4572 -2.0872 -1.0668 -0.34
C 1.9877 -2.9648 -2.1856 0.16
N 1.5450 -3.6060 -3.0192 -0.43
H 1.7904 -1.2382 -0.9164 -0.22
H 3.4915 -1.7723 -1.2053 0.38
H 2.3328 -2.6980 -0.1727 0.29
C -4.2194 -2.0901 -1.2848 -0.38
C -5.3921 -2.6729 -0.7019 0.23
N -6.3661 -3.1651 -0.2263 -0.44
H -4.3571 -1.0413 -1.5479 0.08
H -4.0932 -2.6221 -2.2278 0.33
H -3.3470 -2.1155 -0.6317 0.17
C -2.1654 1.3603 -2.5137 -0.38
C -2.7305 0.7416 -3.6731 0.29
N -3.1574 0.2196 -4.6077 -0.44
H -1.8202 2.3446 -2.8302 0.37
H -1.2947 0.8085 -2.1596 0.06
H -2.9513 1.3196 -1.7595 0.03
C 5.5091 0.0253 3.1090 -1.83
C 4.5379 -0.0255 1.9760 -0.37
N 3.8052 -0.1249 1.1001 0.78
H 6.4656 -0.3865 2.7873 0.35
H 5.2633 -0.6074 3.9619 0.39
H 5.6570 1.0088 3.5550 0.61

---

Record 3
74
Properties=species:S:1:pos:R:3:mulliken_charge:R:1 method="wB97M-V/def2-TZVPD" max_force_ha_per_bohr=0.0241 total_charge=-2 lumo_ev=-3.79 homo_ev=-4.891
C 1.4350 -1.0797 1.6574 -1.19
C 1.0072 0.1739 0.9482 0.68
O 1.1291 0.3870 -0.2160 -0.50
O 0.4023 1.1563 1.7802 -0.15
C -0.8302 1.5987 1.2950 0.10
O -0.9194 2.5407 0.5858 -0.43
C -2.0615 0.8596 1.8118 0.19
P -2.2216 -0.7264 1.1034 0.56
F -2.2780 -0.6074 -0.4289 -0.16
S -4.0256 -1.7456 1.7406 1.08
O -3.8874 -2.0262 3.1190 -0.50
O -5.1320 -1.0222 1.2484 -0.46
F -3.8990 -3.0517 0.9204 -0.15
H 2.3823 -0.9180 2.1609 0.45
H 0.7144 -1.3091 2.4408 0.31
H 1.4909 -1.8643 0.9123 0.39
H -3.0443 1.5273 1.4615 -0.26
H -2.0206 0.7941 2.9009 0.58
H -1.1655 -1.5986 1.4230 0.14
Cl -4.6004 2.2137 1.2215 -0.54
O -4.1855 1.3866 -1.7617 -0.52
C -3.9642 1.2707 -2.9294 0.45
O -3.2460 2.1690 -3.6523 -0.36
C -3.2613 1.8119 -5.0481 -0.33
C -3.5664 0.3198 -5.0775 -0.34
C -4.4552 0.1619 -3.8483 -0.34
H -4.0304 2.4044 -5.5422 0.22
H -2.2965 2.0576 -5.4845 0.21
H -4.0265 -0.0009 -6.0099 0.30
H -2.6445 -0.2485 -4.9441 0.25
H -5.5067 0.3461 -4.0751 0.27
H -4.3507 -0.8039 -3.3613 0.26
C -2.7422 1.7985 -9.4180 0.35
Cl -3.2233 0.4415 -10.4639 -0.14
Cl -1.2742 1.3609 -8.5430 -0.11
Cl -2.4665 3.2211 -10.3912 -0.01
Cl -4.0540 2.0890 -8.2512 -0.13
C 4.4973 1.4293 4.1853 -0.26
Cl 2.8660 1.1730 3.5968 -0.07
Cl 4.9999 0.1105 5.3306 -0.18
H 5.1887 1.4204 3.3509 0.32
H 4.5453 2.3741 4.7156 0.20
O 7.2990 2.5718 6.4336 -0.55
H 6.6597 1.9235 6.1238 0.28
H 7.4522 2.3495 7.3567 0.30
O -1.1073 -3.1897 2.2629 -0.72
Cl -0.2597 -4.3846 2.4884 1.68
O -0.8184 -5.4674 1.7345 -0.67
O -0.2467 -4.6713 3.8876 -0.59
O 1.0691 -4.0795 2.0196 -0.71
Be 5.3183 -1.2625 7.4207 0.02
C 1.4832 6.6112 -9.5583 0.59
F 0.9251 6.4289 -8.3499 -0.23
F 1.5475 7.9382 -9.7711 -0.24
F 2.7482 6.1598 -9.4852 -0.24
S 0.5324 5.7563 -10.8851 1.17
O -0.7753 6.3747 -10.7969 -0.69
O 0.5813 4.3670 -10.4793 -0.64
O 1.2872 6.0777 -12.0775 -0.69
O 5.6272 7.3853 5.9363 -0.41
S 6.2334 6.0566 6.0231 1.36
O 7.6674 6.2103 5.7792 -0.41
O 5.5813 5.2001 5.0310 -0.37
O 6.0558 5.4446 7.3392 -0.41
C -0.2365 -7.6700 7.0491 -1.04
C -0.0300 -8.1357 5.6226 0.76
O -0.0616 -7.3657 4.6999 -0.46
C 0.2171 -9.6182 5.4225 -1.07
H -0.4023 -6.5953 7.0514 0.25
H -1.1028 -8.1697 7.4872 0.32
H 0.6442 -7.9007 7.6519 0.31
H -0.6311 -10.1951 5.7959 0.31
H 1.1156 -9.9265 5.9608 0.32
H 0.3481 -9.8192 4.3617 0.29

---

Record 4
47
Properties=species:S:1:pos:R:3:mulliken_charge:R:1 method="wB97M-V/def2-TZVPD" max_force_ha_per_bohr=0.0140 total_charge=-1 lumo_ev=2.19 homo_ev=-5.345
K -0.6735 1.7786 -1.7832 1.03
C 4.8891 -1.4748 -1.4066 -1.18
Te 2.7592 -1.4562 -1.1947 0.32
C 3.1301 0.4835 -0.3928 -1.17
C 4.5280 0.4236 0.1665 0.73
C 4.9638 1.2957 1.1550 -0.70
C 6.2585 1.2129 1.6481 -0.48
C 7.1269 0.2544 1.1476 -0.50
C 6.6969 -0.6177 0.1578 -0.64
C 5.4015 -0.5438 -0.3375 0.49
H 5.1483 -1.1128 -2.4016 0.34
H 5.2771 -2.4842 -1.2880 0.46
H 2.3847 0.7162 0.3656 0.50
H 3.0523 1.2135 -1.1999 0.36
H 4.2804 2.0388 1.5474 0.42
H 6.5849 1.8895 2.4274 0.38
H 8.1353 0.1808 1.5347 0.37
H 7.3727 -1.3708 -0.2304 0.40
C -1.3747 -2.4546 2.4844 -1.29
C -2.6447 -1.6337 2.4267 0.49
C -3.8456 -2.3645 2.9909 -1.48
O -2.9822 -1.3143 1.0644 -0.33
P -2.1643 -0.2286 0.2009 0.04
S -1.7651 1.3655 1.2983 -0.46
S -0.6871 -1.0320 -0.8270 -0.54
O -3.2844 0.1339 -0.9028 -0.21
C -4.5576 0.6860 -0.4820 0.81
C -5.6271 -0.3278 -0.8272 -1.46
C -4.7152 2.0167 -1.1840 -1.39
H -1.1752 -2.7388 3.5203 0.43
H -0.5181 -1.9008 2.1030 0.28
H -1.4798 -3.3625 1.8875 0.30
H -2.5021 -0.6857 2.9551 0.31
H -4.0119 -3.2973 2.4495 0.32
H -4.7408 -1.7485 2.9058 0.34
H -3.6862 -2.5991 4.0444 0.42
H -4.5232 0.8409 0.5998 0.32
H -5.6537 -0.5027 -1.9037 0.33
H -6.6094 0.0288 -0.5098 0.40
H -5.4175 -1.2713 -0.3248 0.32
H -4.6520 1.8808 -2.2648 0.31
H -3.9256 2.6972 -0.8659 0.30
H -5.6776 2.4756 -0.9496 0.38
Cl 1.3355 4.7656 -5.2761 -0.35
Si 0.6813 2.9119 -4.3550 0.11
Cl -1.4889 3.4883 -4.0079 -0.45
Cl 0.3770 1.7441 -6.1656 -0.34

---

Record 5
55
Properties=species:S:1:pos:R:3:mulliken_charge:R:1 method="wB97M-V/def2-TZVPD" multiplicity=6 max_force_ha_per_bohr=0.1510 total_charge=+2 lumo_ev="-7.98 / -11.71" homo_ev="-13.715 / -13.707"
Tl -7.4993 1.5628 2.9216 0.94
Fe -8.4561 7.1525 1.0251 0.82
Cl -10.9000 4.6374 2.3787 1.58
O -11.8994 4.1323 1.4416 -0.53
O -10.2091 5.7430 1.8009 -0.55
O -11.4470 4.9084 3.6994 -0.57
O -9.9627 3.5640 2.5810 -0.54
C -5.1596 6.4344 4.0813 0.53
F -4.4949 6.3551 2.9148 -0.16
F -4.4479 5.7247 5.0113 -0.15
F -5.2499 7.7848 4.4478 -0.21
S -6.9189 5.6573 3.7465 0.83
O -6.7029 4.3062 3.3428 -0.58
O -7.7279 5.7520 4.9816 -0.84
O -7.4876 6.4367 2.7071 0.16
N -0.4467 6.9973 -0.3713 -0.55
C -1.0097 8.2365 -0.0017 -0.34
C -1.6178 8.4210 1.2754 -0.40
C -1.6049 7.3844 2.2692 -0.33
C -0.8455 6.2518 1.9360 -0.47
C -0.3608 6.0528 0.6408 -0.07
H -1.0658 9.0430 -0.7177 0.41
H -2.0962 9.3791 1.4154 0.50
H -1.9586 7.4874 3.2844 0.61
H -0.7586 5.3776 2.5642 0.36
H -0.0456 5.0311 0.4884 0.32
N -7.2154 8.7366 0.6440 0.01
C -5.9175 8.4093 0.2393 -0.13
C -4.8729 9.2455 -0.0111 -0.56
C -5.1293 10.6321 -0.0209 -0.11
C -6.3740 11.0551 0.2785 -0.71
C -7.3076 10.1275 0.6521 -0.13
H -5.6410 7.3731 0.3672 0.36
H -3.8991 8.8711 -0.2901 0.52
H -4.3401 11.3100 -0.3109 0.46
H -6.5058 12.1269 0.2984 0.43
H -8.1730 10.5962 1.0969 0.41
C -9.4034 3.1125 6.4584 -0.72
O -8.5653 3.2257 5.2920 -0.19
H -9.4244 2.0749 6.7915 0.28
H -9.0141 3.6618 7.3157 0.30
H -10.4430 3.3979 6.2976 0.28
H -8.3604 4.1564 5.1759 0.29
C -4.6441 2.7018 5.2320 -0.63
O -5.8437 2.0890 5.4076 -0.40
H -4.3840 3.4988 5.9286 0.19
H -4.1056 1.7604 5.3409 0.43
H -4.5232 3.1145 4.2304 0.19
H -5.7573 1.7047 6.2830 0.28
C -9.1406 8.6310 3.5640 -0.71
O -9.5753 8.3966 2.2119 -0.17
H -9.5648 9.6172 3.7526 0.33
H -9.8262 7.9388 4.0526 0.33
H -8.0976 8.6647 3.8786 0.34
H -10.4947 8.6728 2.2073 0.29

---

Record 6
47
Properties=species:S:1:pos:R:3:mulliken_charge:R:1 method="wB97M-V/def2-TZVPD" multiplicity=5 max_force_ha_per_bohr=0.1359 total_charge=+2 lumo_ev="-8.30 / -10.07" homo_ev="-15.447 / -15.484"
I -3.0264 0.4411 -1.7696 0.27
I 2.4122 0.5825 -1.2530 0.36
Co -0.4548 0.5420 -1.6097 -0.15
P -0.3760 -1.9524 -1.8383 0.96
C -0.5637 -2.8635 -0.2771 -1.05
C -1.6537 -2.5876 -2.9198 -1.30
H -1.4286 -3.6409 -3.1350 0.45
H 1.0205 -3.6490 -2.8278 0.45
H -1.6482 -2.0050 -3.8456 0.42
H 1.4061 -2.0179 -3.4737 0.41
H -1.5010 -2.5389 0.1884 0.37
H -2.6279 -2.4868 -2.4331 0.43
C 1.1728 -2.5901 -2.5644 -1.31
H -0.5438 -3.9260 -0.4271 0.63
H 2.0165 -2.4966 -1.8640 0.31
H 0.2410 -2.6069 0.4154 0.04
P -0.3664 2.7879 -1.8404 0.70
C -0.5743 3.7223 -0.2661 -1.16
C 1.1500 3.5122 -2.5726 -1.33
H -1.6753 2.8918 -3.8518 0.42
H -1.4560 4.5373 -3.1578 0.42
H -2.6483 3.3827 -2.4413 0.39
C -1.6684 3.4819 -2.9262 -1.33
H 1.3830 2.9428 -3.4826 0.42
H 0.9876 4.5712 -2.8295 0.44
H -0.5649 4.8140 -0.4381 0.43
H 0.2443 3.4523 0.4211 0.35
H 1.9898 3.4117 -1.8707 0.35
H -1.5331 3.4327 0.1914 0.37
C -0.6730 0.5480 0.1956 0.85
O -0.8011 0.5507 1.3747 -0.43
O 2.8202 1.6098 3.0021 -0.50
S 2.9139 0.2072 2.9926 1.08
O 4.0803 -0.5523 3.1727 -0.50
N 2.3442 -0.2481 1.2956 -0.69
C 1.2312 -0.8896 1.2604 0.67
O 0.7552 -0.8931 -0.0099 -0.52
C 0.6096 -1.2728 2.5472 0.68
C -0.6421 -1.8790 2.8424 0.11
C -1.1288 -1.8667 4.1462 -0.87
C -0.4486 -1.2189 5.1750 -0.64
C 0.7865 -0.6098 4.8816 -0.54
C 1.3257 -0.6550 3.5737 -0.11
H -1.2408 -2.3660 2.0704 0.30
H -2.0887 -2.3455 4.3326 0.44
H -0.8819 -1.1801 6.1711 0.45
H 1.3251 -0.0834 5.6755 0.44

---

Record 7
42
Properties=species:S:1:pos:R:3:mulliken_charge:R:1 method="wB97M-V/def2-TZVPD" multiplicity=2 max_force_ha_per_bohr=0.0858 lumo_ev="-0.68 / -0.80" homo_ev="-8.049 / -9.389"
C 1.4282 -3.5743 1.6965 -1.00
C 1.5330 -2.1914 1.0799 -0.10
C 0.4227 -1.8359 -0.0720 -0.68
C 0.6228 -0.3918 -0.8174 1.14
C 1.7816 -0.4674 -2.0180 1.01
F 1.4351 -1.5226 -3.0424 -0.34
F 1.8716 0.8083 -2.8049 -0.33
C 3.2912 -0.7653 -1.4526 0.45
F 3.7584 -2.1589 -1.6449 -0.27
F 4.2302 0.1094 -2.2449 -0.31
C -0.7794 -0.0135 -1.5651 -1.67
C -1.9183 0.7031 -0.6367 0.96
C -2.9444 1.4649 -1.7207 -1.29
C -2.9061 -0.4223 0.1096 -1.01
N -1.4393 1.7938 0.2814 0.56
O -2.4472 2.1601 1.1095 -0.55
C -0.1838 1.4655 1.0414 0.68
C -0.3787 0.5160 2.3635 -1.08
C 0.3789 2.9289 1.6292 -1.28
C 1.0490 0.8518 0.1550 -1.18
H 1.0756 -3.7230 2.8148 0.28
H 1.6662 -4.5092 0.9937 0.27
H 2.4092 -1.4959 1.4235 0.18
H 0.5355 -2.6670 -0.9218 0.54
H -0.6350 -2.0130 0.4020 0.27
H 3.4653 -0.4756 -0.3265 0.06
H -0.6672 0.6399 -2.5408 0.29
H -1.2510 -1.0459 -1.9355 0.26
H -2.3671 2.3051 -2.2956 0.34
H -3.8951 1.8658 -1.1512 0.35
H -3.2619 0.6196 -2.5004 0.28
H -2.8851 -1.4656 -0.4541 0.22
H -4.0261 -0.0296 -0.0146 0.32
H -2.7247 -0.5001 1.2620 0.26
H 0.6626 0.4739 2.9297 0.31
H -0.7136 -0.5835 2.1452 0.22
H -1.1508 0.9890 3.1234 0.28
H 0.5251 3.6389 0.6823 0.35
H -0.4098 3.4262 2.3369 0.33
H 1.4310 2.7563 2.1133 0.28
H 1.5007 1.7677 -0.4629 0.31
H 1.9109 0.5677 0.9302 0.26

---

Record 8
52
Properties=species:S:1:pos:R:3:mulliken_charge:R:1 method="wB97M-V/def2-TZVPD" max_force_ha_per_bohr=0.0230 total_charge=+1 lumo_ev="-5.27 / -5.27" homo_ev="-11.760 / -11.759"
Ru 0.2492 0.2359 0.1546 -0.44
C -2.2834 1.9804 1.7974 -1.36
P -0.5570 1.4909 1.9732 1.51
C 0.3932 3.0074 2.1640 -1.44
C -0.4561 0.6306 3.5696 -0.96
C -0.7002 -0.8603 3.3768 -1.05
P -0.5322 -1.3889 1.6169 1.95
C -2.1705 -2.0367 1.2294 -1.39
C 0.5660 -2.8313 1.5485 -1.45
H -2.5293 2.6882 2.5894 0.45
H -2.9234 1.1025 1.8863 0.35
H -2.4548 2.4352 0.8262 0.42
H 0.0685 3.5032 3.0798 0.46
H 0.2316 3.6686 1.3131 0.41
H 1.4550 2.7717 2.2373 0.37
H -1.1893 1.0879 4.2361 0.62
H 0.5334 0.8085 3.9819 0.44
H -1.7034 -1.1442 3.6972 0.45
H 0.0112 -1.4435 3.9575 0.43
H -2.3803 -2.8269 1.9526 0.53
H -2.1990 -2.4440 0.2235 0.30
H -2.9256 -1.2552 1.3165 0.32
H 0.8129 -3.1365 2.5633 0.43
H 1.4870 -2.6094 1.0185 0.33
H 0.0516 -3.6428 1.0345 0.43
N 3.6550 0.1924 -0.6460 -0.07
C 3.2846 0.0041 0.6394 0.18
N 4.1170 -0.1655 1.6400 -0.47
N 3.3215 -0.3382 2.7242 -0.75
N 2.0889 -0.2899 2.4155 -0.29
N 1.9929 -0.0532 1.0548 0.81
C 2.7593 0.3521 -1.6701 0.24
N 3.0932 0.5277 -2.9171 -0.45
N 1.8973 0.6115 -3.5682 -0.62
N 0.9187 0.4880 -2.7623 -0.39
N 1.4245 0.3212 -1.4962 0.67
H 4.6401 0.2248 -0.8637 0.23
O -1.2541 1.2850 -0.7453 -0.32
N -1.8478 0.7160 -1.7576 -0.81
N -1.5363 -0.4765 -1.8871 1.33
O -0.7487 -1.0753 -0.9747 -0.63
C -1.9819 -1.2796 -3.0087 0.60
C -1.7566 -2.6426 -2.9629 -0.23
C -2.1778 -3.4157 -4.0347 -0.73
C -2.8026 -2.8215 -5.1197 -0.50
C -3.0070 -1.4471 -5.1418 -0.63
C -2.5926 -0.6569 -4.0839 -0.33
H -1.2518 -3.0875 -2.1189 0.39
H -2.0099 -4.4839 -4.0199 0.39
H -3.1210 -3.4271 -5.9574 0.40
H -3.4831 -0.9820 -5.9940 0.39
H -2.7263 0.4147 -4.0998 0.49

---

Record 9
52
Properties=species:S:1:pos:R:3:mulliken_charge:R:1 method="wB97M-V/def2-TZVPD" multiplicity=5 max_force_ha_per_bohr=0.0261 total_charge=+1 lumo_ev="-3.12 / -5.91" homo_ev="-11.459 / -11.505"
Ru 0.0374 0.2643 0.0073 -0.09
C -0.8650 -0.9536 3.2990 -1.23
P 0.0748 0.2368 2.3096 1.11
C -0.4781 1.8729 2.8940 -1.34
C 1.8085 0.0760 2.8692 -0.93
C 2.6628 1.0342 2.0462 -1.12
P 2.3285 0.7802 0.2463 1.48
C 3.5658 -0.4702 -0.2072 -1.51
C 2.9720 2.3115 -0.4910 -1.57
H -0.6791 -0.7543 4.3544 0.43
H -0.5529 -1.9675 3.0532 0.39
H -1.9279 -0.8463 3.0861 0.38
H -0.1627 2.0314 3.9258 0.40
H -1.5661 1.9086 2.8373 0.40
H -0.0743 2.6562 2.2549 0.36
H 2.1089 -0.9593 2.6861 0.41
H 1.8850 0.2671 3.9413 0.52
H 3.7273 0.8803 2.2277 0.51
H 2.4278 2.0718 2.2933 0.44
H 4.5538 -0.0393 -0.0451 0.45
H 3.4447 -0.7522 -1.2490 0.37
H 3.4334 -1.3615 0.4048 0.41
H 3.9745 2.4957 -0.1032 0.46
H 2.3225 3.1507 -0.2475 0.40
H 3.0201 2.2158 -1.5753 0.44
N 0.4453 0.0499 -4.1936 -0.01
C 0.2229 1.0338 -3.2923 0.30
N 0.7504 2.2450 -3.1953 -0.46
N 0.3040 2.7745 -2.0648 -0.65
N -0.4929 1.9713 -1.4331 0.22
N -0.5940 0.8583 -2.2151 1.05
C 0.3479 -1.2733 -3.8216 0.28
N -0.0483 -2.2922 -4.5474 -0.47
N 0.0175 -3.3548 -3.7383 -0.51
N 0.4228 -3.0383 -2.5542 -0.34
N 0.6786 -1.7303 -2.5817 1.02
H 0.6185 0.2738 -5.1626 0.31
O 1.1768 -1.0485 -1.5829 -0.66
N -1.3475 -0.2354 -1.9674 -1.11
N -2.4126 -0.0036 -1.1259 1.15
O -2.1018 -0.0096 0.1354 -0.85
C -3.7105 -0.0520 -1.5971 0.75
C -4.7811 -0.1463 -0.7009 -0.55
C -6.0665 -0.1811 -1.2001 -0.58
C -6.2976 -0.1142 -2.5698 -0.50
C -5.2314 -0.0154 -3.4585 -0.74
C -3.9387 0.0115 -2.9837 -0.18
H -4.5890 -0.2030 0.3609 0.42
H -6.9049 -0.2659 -0.5228 0.39
H -7.3098 -0.1470 -2.9494 0.40
H -5.4100 0.0375 -4.5234 0.40
H -3.1071 0.0593 -3.6714 0.33